The following is a quantum chemistry calculation of a single C2H7N3 molecule in a non-equilibrium geometry, from the OMol25 dataset.

Each atom is followed by the atoms it is bonded to, with distances in Å.
Geometry (Å):
1 H -0.33452 1.90830 0.91173  N6 1.087
2 N -0.07835 0.13239 -0.14779  N6 1.417, C7 1.389, C10 1.478
3 H -1.53361 -0.81430 1.11260  C10 1.149
4 H -1.31004 -1.54705 -0.52568  C10 1.096
5 H -0.70628 1.81111 -0.75416  N6 1.050
6 N 0.02271 1.54245 -0.04805  H1 1.087, N2 1.417, H5 1.050
7 C 1.14509 -0.51983 -0.06347  N2 1.389, H8 1.048, N12 1.352
8 H 0.96220 -1.55160 -0.05480  C7 1.048
9 H 2.93909 -0.62283 0.09144  N12 1.001
10 C -1.36087 -0.58644 -0.00036  N2 1.478, H3 1.149, H4 1.096, H11 1.092
11 H -2.06367 0.09558 -0.48436  C10 1.092
12 N 2.31825 0.15221 -0.03711  C7 1.352, H9 1.001

Properties
SMILES: [H]/N=C/N(C)N
Kohn-Sham gap: 9.2 eV
Electronic energy: -6655.674 eV
Energy relative to the best compared isomer or geometry (same formula, charge and spin): 52.6 kcal per mole
HOMO energy: -8.4 eV